# 1
{"formula": "C2H14N2O3", "method": "the ωB97M-V functional and the def2-TZVPD basis", "s2": 0.752, "de_lowest_ev": 1.6376, "charge": -1, "multiplicity": 2, "lumo_ev": [3.52, 0.84], "homo_lumo_gap_ev": [7.35, 4.65], "energy_ev": -11421.267, "symbols": ["O", "O", "O", "N", "N", "C", "C", "H", "H", "H", "H", "H", "H", "H", "H", "H", "H", "H", "H", "H", "H"], "positions_angstrom": [[-2.721, -1.275, -0.632], [1.187, -1.043, 2.549], [0.922, 1.523, 2.522], [1.381, -0.544, -1.961], [-0.956, 1.323, 0.338], [-0.015, 1.090, -0.742], [0.719, -0.248, -0.665], [2.130, -1.202, -1.816], [0.691, -0.947, -2.572], [1.462, -0.160, 0.124], [-1.702, 0.651, 0.416], [0.027, -1.038, -0.363], [2.024, -1.174, 2.999], [0.717, 1.896, 3.389], [-1.614, -0.310, -2.831], [0.722, 1.870, -0.607], [-0.482, 1.449, 1.248], [-2.232, -0.851, -1.362], [-2.680, -2.194, -0.936], [1.027, -0.011, 2.566], [-0.606, 1.194, -1.664]]}



# 2
{"formula": "C2H14N2O3", "method": "the ωB97M-V functional and the def2-TZVPD basis", "de_lowest_ev": 0.6258, "smiles": "NCCN.O.O.O", "lumo_ev": 0.74, "homo_lumo_gap_ev": 10.17, "energy_ev": -11423.801, "symbols": ["O", "O", "O", "N", "N", "C", "C", "H", "H", "H", "H", "H", "H", "H", "H", "H", "H", "H", "H", "H", "H"], "positions_angstrom": [[-0.895, -3.093, -2.248], [-1.091, -0.581, 2.550], [-1.711, -1.202, -0.086], [1.306, 0.952, 1.558], [1.693, 1.633, -1.702], [0.623, 1.809, 0.566], [0.619, 1.196, -0.814], [1.027, 2.833, 0.667], [-1.082, -3.959, -1.934], [-2.023, -0.365, -0.440], [1.723, 2.642, -1.811], [-0.412, 1.859, 0.977], [-1.107, -2.414, -1.610], [-1.128, -1.248, 3.229], [1.584, 1.495, 2.360], [-0.403, 1.341, -1.216], [-0.148, -0.374, 2.386], [1.460, 1.303, -2.634], [2.063, 0.378, 1.218], [0.736, 0.102, -0.708], [-1.645, -1.131, 0.882]]}



# 3
{"formula": "C2H14N2O3", "method": "the ωB97M-V functional and the def2-TZVPD basis", "de_lowest_ev": 1.3647, "smiles": "NCCN.O.O.O", "lumo_ev": 0.73, "homo_lumo_gap_ev": 9.41, "energy_ev": -11423.062, "symbols": ["O", "O", "O", "N", "N", "C", "C", "H", "H", "H", "H", "H", "H", "H", "H", "H", "H", "H", "H", "H", "H"], "positions_angstrom": [[1.904, -0.382, 1.552], [0.277, -2.219, 1.513], [3.074, 1.394, -0.967], [-2.050, -0.482, 0.852], [-0.406, 1.325, -1.969], [-1.976, 0.031, -0.595], [-0.522, 0.433, -0.836], [-0.147, -3.084, 1.376], [-0.087, 0.991, -0.007], [4.010, 1.692, -1.053], [0.021, -0.495, -0.954], [3.012, 1.011, -0.067], [1.532, -0.250, 2.502], [-1.642, 0.216, 1.616], [-0.193, 0.867, -2.828], [-0.513, -1.584, 1.423], [1.526, -1.283, 1.326], [0.053, 2.206, -1.955], [-2.590, 0.885, -0.624], [-3.080, -0.561, 1.048], [-2.205, -0.711, -1.354]]}



# 4
{"formula": "C2H14N2O4", "method": "the ωB97M-V functional and the def2-TZVPD basis", "de_lowest_ev": 7.7116, "lumo_ev": -3.86, "homo_lumo_gap_ev": 3.91, "energy_ev": -13464.154, "symbols": ["O", "O", "O", "O", "N", "N", "C", "C", "H", "H", "H", "H", "H", "H", "H", "H", "H", "H", "H", "H", "H", "H"], "positions_angstrom": [[-1.040, -1.942, -0.730], [-0.281, -2.061, -2.598], [1.900, 1.859, -1.216], [1.669, -0.214, -2.687], [-0.687, 0.548, 3.538], [0.313, 0.954, 0.964], [-0.953, 0.312, 1.057], [-1.286, -0.202, 2.441], [0.488, -1.430, -2.708], [2.179, -0.537, -3.436], [1.768, 1.251, -1.989], [-1.691, 0.979, 0.595], [0.195, 1.952, 0.790], [-2.354, -0.220, 2.649], [-0.735, -2.162, -3.434], [0.283, 0.352, 3.750], [2.669, 2.421, -1.283], [-0.866, -1.217, 2.529], [0.813, 0.636, 0.117], [-1.263, -1.136, -0.256], [-0.701, 1.547, 3.356], [-0.420, -1.691, -1.450]]}



# 5
{"formula": "C2H14NO3", "method": "the ωB97M-V functional and the def2-TZVPD basis", "de_lowest_ev": 0.4213, "charge": 1, "lumo_ev": -2.89, "homo_lumo_gap_ev": 12.05, "energy_ev": -9928.024, "symbols": ["O", "O", "O", "N", "C", "C", "H", "H", "H", "H", "H", "H", "H", "H", "H", "H", "H", "H", "H", "H"], "positions_angstrom": [[1.448, 1.909, -1.102], [-0.348, -2.775, 2.564], [-1.709, 2.016, -2.285], [1.461, -0.359, 0.536], [0.236, -0.909, -0.145], [-0.998, -0.297, 0.409], [-2.392, 1.882, -2.950], [2.122, 2.602, -1.120], [2.211, -0.992, 0.253], [0.245, -1.965, 0.085], [-0.504, -2.752, 3.515], [-1.142, 0.752, 0.108], [-1.893, -0.796, 0.017], [-1.890, 2.895, -1.923], [1.758, 0.559, 0.180], [0.363, -0.641, -1.187], [1.389, -0.361, 1.559], [0.714, 2.302, -1.590], [-0.884, -3.521, 2.255], [-1.048, -0.315, 1.492]]}



# 6
{"formula": "C2H14NO3", "method": "the ωB97M-V functional and the def2-TZVPD basis", "de_lowest_ev": 0.7807, "charge": 1, "lumo_ev": -2.89, "homo_lumo_gap_ev": 11.84, "energy_ev": -9927.665, "symbols": ["O", "O", "O", "N", "C", "C", "H", "H", "H", "H", "H", "H", "H", "H", "H", "H", "H", "H", "H", "H"], "positions_angstrom": [[-0.593, 2.254, -0.082], [1.029, -0.016, 3.179], [2.379, 0.062, -0.752], [-1.295, -0.376, -0.773], [-0.939, -0.964, -2.117], [-0.586, -1.003, 0.401], [1.798, 0.207, 3.714], [0.322, -0.449, 0.628], [-1.117, 0.639, -0.737], [0.055, 2.898, -0.397], [0.278, 0.093, 3.775], [-1.155, -0.916, 1.321], [3.007, -0.168, -0.058], [-0.303, -2.014, 0.106], [-1.243, -0.245, -2.864], [-1.350, -1.961, -2.150], [0.142, -1.051, -2.123], [-0.920, 2.687, 0.721], [-2.292, -0.501, -0.599], [2.782, 0.823, -1.192]]}



# 7
{"formula": "C2H14NO5", "method": "the ωB97M-V functional and the def2-TZVPD basis", "de_lowest_ev": 0.0137, "charge": -1, "lumo_ev": 3.69, "homo_lumo_gap_ev": 9.01, "energy_ev": -14030.510, "symbols": ["O", "O", "O", "O", "O", "N", "C", "C", "H", "H", "H", "H", "H", "H", "H", "H", "H", "H", "H", "H", "H", "H"], "positions_angstrom": [[0.618, -0.682, 1.809], [1.226, 1.539, 0.805], [-0.833, 3.357, 0.417], [1.402, 1.913, -1.914], [-1.341, -3.993, -1.207], [0.324, -1.207, -0.924], [-0.829, -0.634, -0.177], [-0.684, -0.858, 1.333], [0.875, 2.709, -2.039], [-0.895, 0.431, -0.409], [1.380, 1.854, -0.929], [-0.579, -3.417, -1.012], [-0.941, -1.891, 1.564], [0.945, 0.243, 1.443], [-1.435, -0.207, 1.812], [-1.312, 3.335, 1.247], [-0.162, 2.630, 0.498], [0.374, -0.641, -1.763], [1.131, -0.903, -0.382], [1.668, 2.099, 1.449], [-1.581, -4.255, -0.311], [-1.757, -1.122, -0.494]]}



# 8
{"formula": "C2H14O4S", "method": "the ωB97M-V functional and the def2-TZVPD basis", "de_lowest_ev": 0.9524, "smiles": "CSC.O.O.O.O", "lumo_ev": 0.32, "homo_lumo_gap_ev": 9.04, "energy_ev": -21326.061, "symbols": ["S", "O", "O", "O", "O", "C", "C", "H", "H", "H", "H", "H", "H", "H", "H", "H", "H", "H", "H", "H", "H"], "positions_angstrom": [[0.572, 0.898, -1.702], [-1.276, 0.985, 3.019], [-0.843, -2.859, -0.983], [-0.644, -1.919, 2.623], [1.834, -1.210, 0.665], [0.852, 2.363, -0.639], [-0.940, 1.473, -2.481], [-1.052, -2.049, -0.498], [1.166, -1.821, 0.330], [1.322, 3.133, -1.248], [1.314, -0.415, 0.884], [0.232, -2.172, 2.930], [-0.776, 0.405, 3.603], [-1.563, -3.466, -0.790], [1.515, 2.112, 0.185], [-0.099, 2.726, -0.278], [-1.527, 0.628, -2.834], [-0.713, 2.115, -3.340], [-1.588, 2.050, -1.838], [-0.503, -1.101, 2.123], [-0.809, 1.826, 3.038]]}